Record 1
The following is a quantum chemistry calculation of a cluster of 6 separate species, C26H60O11P2 in total, from OMol25.

Last column: Mulliken charge in e.
Geometry (Å):
C (-9.6338, -0.9786, 0.4084)  -0.10
C (-8.6948, -1.7111, 0.5003)  -0.53
C (-7.5319, -2.6035, 0.6414)  -0.29
C (-6.4697, -1.8817, 1.5692)  -0.83
C (-5.1559, -1.6230, 0.8266)  -0.62
O (-5.3124, -0.4921, -0.0267)  -0.13
C (-4.1550, 0.0863, -0.3531)  0.63
O (-3.2484, 0.2863, 0.3756)  -0.45
O (-4.0329, 0.5163, -1.6657)  -0.16
P (-5.4232, 1.2502, -2.2485)  -0.07
P (-5.0504, 3.4083, -2.2187)  0.89
O (-4.6087, 3.8212, -0.8886)  -0.64
O (-3.9367, 3.9191, -3.2830)  -0.33
O (-6.4207, 4.1727, -2.5824)  -0.53
H (-10.3261, -0.1892, 0.5687)  0.42
H (-7.8523, -3.5120, 1.1506)  0.31
H (-7.0388, -2.7925, -0.3121)  0.25
H (-6.2998, -2.5302, 2.4311)  0.39
H (-6.9181, -0.9433, 1.8994)  0.39
H (-4.3786, -1.5090, 1.5852)  0.35
H (-4.9199, -2.5373, 0.2662)  0.40
H (-5.4199, 0.9405, -3.6379)  0.06
H (-4.2903, 3.9559, -4.1819)  0.28
H (-6.5623, 4.8731, -1.9330)  0.33
C (-0.5547, -0.3191, -1.5601)  -0.75
C (0.3949, -1.4961, -1.4212)  -0.43
O (1.7430, -1.1783, -1.7157)  -0.41
C (2.3512, -0.1972, -0.8920)  -0.57
C (2.4234, -0.5890, 0.5730)  -0.84
H (-0.4414, 0.1523, -2.5381)  0.30
H (-1.5856, -0.6471, -1.4436)  0.17
H (-0.3632, 0.4433, -0.8041)  0.28
H (0.1071, -2.2699, -2.1361)  0.35
H (0.3167, -1.9456, -0.4247)  0.27
H (1.8501, 0.7690, -1.0146)  0.35
H (3.3651, -0.0718, -1.2750)  0.39
H (1.4304, -0.6384, 1.0248)  0.28
H (3.0075, 0.1418, 1.1351)  0.30
H (2.8844, -1.5727, 0.6858)  0.28
C (0.7022, 8.0662, -4.9179)  -1.04
C (-0.7636, 8.0373, -5.3174)  -0.31
O (-1.2916, 6.7308, -5.4470)  -0.43
C (-1.2755, 5.9341, -4.2739)  -0.28
C (-2.0968, 6.5073, -3.1334)  -0.98
H (1.2948, 7.4414, -5.5879)  0.29
H (1.0850, 9.0869, -4.9546)  0.39
H (0.8499, 7.6920, -3.9034)  0.27
H (-0.8732, 8.5026, -6.2979)  0.33
H (-1.3695, 8.6278, -4.6213)  0.29
H (-0.2449, 5.7427, -3.9558)  0.27
H (-1.6944, 4.9693, -4.5621)  0.26
H (-1.6610, 7.4323, -2.7493)  0.36
H (-2.1492, 5.7964, -2.3094)  0.36
H (-3.1102, 6.7362, -3.4664)  0.23
C (0.7613, -6.1425, -4.9320)  -0.98
C (2.1838, -6.4276, -4.4789)  -0.29
O (3.0983, -5.3975, -4.7967)  -0.44
C (2.8354, -4.1314, -4.2131)  -0.38
C (2.8627, -4.1374, -2.6955)  -0.67
H (0.7414, -5.8792, -5.9907)  0.28
H (0.1298, -7.0178, -4.7729)  0.39
H (0.3222, -5.3106, -4.3782)  0.21
H (2.5473, -7.3192, -4.9919)  0.34
H (2.2143, -6.6494, -3.4062)  0.27
H (1.8861, -3.7295, -4.5847)  0.27
H (3.6177, -3.4659, -4.5794)  0.34
H (2.0367, -4.7207, -2.2810)  0.25
H (2.7770, -3.1204, -2.3107)  0.08
H (3.7916, -4.5791, -2.3287)  0.34
C (3.2058, 0.8040, 5.3674)  -1.02
C (4.2971, 0.8825, 4.3142)  -0.18
O (3.9365, 1.6406, 3.1738)  -0.37
C (3.6348, 3.0055, 3.3975)  -0.37
C (4.7985, 3.8028, 3.9617)  -1.08
H (2.2674, 0.4679, 4.9245)  0.26
H (3.4913, 0.1091, 6.1573)  0.33
H (3.0217, 1.7765, 5.8287)  0.37
H (4.5084, -0.1241, 3.9484)  0.16
H (5.2306, 1.2611, 4.7459)  0.27
H (2.7486, 3.1024, 4.0340)  0.33
H (3.3636, 3.4153, 2.4236)  0.33
H (5.0482, 3.4873, 4.9765)  0.26
H (4.5499, 4.8641, 3.9955)  0.39
H (5.6901, 3.6676, 3.3473)  0.30
C (2.3512, -4.8535, 6.9198)  -1.05
C (1.9395, -3.6455, 6.0949)  -0.35
O (2.8986, -2.6045, 6.0940)  -0.39
C (4.1682, -2.9222, 5.5544)  -0.30
C (4.1244, -3.3234, 4.0895)  -1.17
H (2.6386, -4.5499, 7.9275)  0.29
H (1.5279, -5.5657, 6.9859)  0.39
H (3.2038, -5.3714, 6.4769)  0.27
H (1.0331, -3.2162, 6.5236)  0.33
H (1.6919, -3.9389, 5.0687)  0.31
H (4.6593, -3.6935, 6.1579)  0.33
H (4.7714, -2.0182, 5.6560)  0.35
H (3.6067, -4.2739, 3.9477)  0.37
H (5.1355, -3.4341, 3.6959)  0.40
H (3.5960, -2.5709, 3.5007)  0.26

Properties
Calculated total energy: -2536.90362 Ha
E_LUMO: 0.0046 Ha
M: 610.7 g mol⁻¹

Record 2
The following is a quantum chemistry calculation of an isolated molecule of C5H9NO, from OMol25.

Last column: natural (NBO) charge in e.
Geometry (Å):
H (-3.0408, 0.6903, -1.1749)  0.41
N (-2.0515, 0.4928, -1.0612)  -0.66
C (-1.6557, -0.3188, -0.2542)  0.66
O (-1.6550, -0.8276, 1.4210)  -0.64
C (-0.7565, -1.1550, 0.4853)  0.02
C (0.6782, -0.2397, 0.3804)  -0.22
C (0.5083, 1.1733, 0.8927)  -0.64
C (1.3351, -0.3395, -0.9829)  -0.62
H (-0.5773, -2.1585, 0.0850)  0.18
H (1.2373, -0.8238, 1.1156)  0.20
H (1.4861, 1.6120, 1.0986)  0.22
H (0.0144, 1.8071, 0.1551)  0.20
H (-0.0758, 1.1718, 1.8131)  0.23
H (2.3555, 0.0440, -0.9277)  0.22
H (1.4044, -1.3746, -1.3207)  0.21
H (0.7933, 0.2463, -1.7250)  0.21

Properties
Calculated total energy: -325.77997 Ha
Energy relative to the best compared isomer or geometry (same formula, charge and spin): 413.7 kJ/mol
E_LUMO: 0.0259 Ha
M: 99.1 g mol⁻¹

Record 3
The following is a quantum chemistry calculation of a structure of composition C26H21Cl5N9OS3Tl, from OMol25.

Last column: natural (NBO) charge in e.
Geometry (Å):
Tl (-0.4515, 0.6460, -1.0079)  0.82
N (-2.5869, -1.3299, 1.2441)  -0.79
C (-2.1958, -2.1148, 0.2163)  0.31
N (-1.0259, -2.1105, -0.3024)  -0.57
C (-0.9466, -2.8845, -1.5095)  0.23
C (-2.2575, -3.5459, -1.7262)  -0.41
S (-3.4132, -3.1400, -0.5643)  0.46
C (0.9895, -2.5015, -2.3999)  0.16
C (1.7870, -2.8095, -3.6216)  -0.17
S (3.3084, -2.2777, -3.5876)  0.65
C (2.9856, -1.5348, -1.9333)  0.34
N (1.8074, -1.7154, -1.5131)  -0.46
N (4.0197, -0.9067, -1.3677)  -0.77
H (-1.8679, -0.8828, 1.7951)  0.42
H (-3.4508, -1.5343, 1.7180)  0.42
H (-2.5032, -4.2439, -2.5071)  0.26
H (1.4345, -3.3793, -4.4708)  0.30
H (4.9039, -0.8087, -1.8361)  0.43
H (3.8773, -0.3885, -0.5156)  0.44
N (-2.2724, 0.5096, -5.8080)  -0.32
C (-1.9134, 1.1799, -4.7068)  0.20
N (-1.3673, 0.3507, -3.8405)  -0.52
C (-1.4299, -0.8476, -4.4987)  0.24
N (-1.9711, -0.7915, -5.6952)  -0.23
C (-0.9308, -2.0971, -3.9089)  0.11
C (-0.9988, -3.2959, -4.5008)  -0.05
N (-0.5600, -4.5435, -3.9822)  -0.43
C (-0.0156, -4.7645, -2.8529)  0.14
C (0.3147, -3.7602, -1.7481)  -0.27
N (-0.3753, -1.9289, -2.5957)  -0.45
H (-2.7126, 0.8534, -6.6475)  0.44
H (-2.0621, 2.2405, -4.5773)  0.24
H (-1.4368, -3.3691, -5.4881)  0.25
H (0.2324, -5.8031, -2.6384)  0.22
H (0.8252, -4.1906, -0.8893)  0.26
Cl (0.1271, -2.0646, 2.8871)  0.06
C (1.3995, -0.8983, 2.8180)  -0.08
C (1.4683, -0.0067, 1.7969)  0.10
C (2.4178, 0.9503, 1.6313)  -0.10
Cl (2.3541, 2.0284, 0.2661)  0.05
C (3.4342, 1.0287, 2.5845)  -0.11
Cl (4.6635, 2.2111, 2.4430)  0.10
C (3.4214, 0.1327, 3.6632)  -0.09
Cl (4.6599, 0.2114, 4.8351)  0.12
C (2.4070, -0.8319, 3.7855)  -0.11
Cl (2.4084, -1.9239, 5.0947)  0.12
C (-0.8176, 1.8100, 5.7626)  -0.64
C (-0.6454, 2.3766, 4.3795)  0.02
C (0.4027, 3.2495, 4.0978)  -0.20
C (0.5321, 3.8334, 2.8455)  -0.20
C (-0.3903, 3.5367, 1.8545)  -0.31
C (-1.4335, 2.6524, 2.0998)  -0.16
C (-1.5561, 2.0847, 3.3606)  -0.24
S (-0.2222, 4.3422, 0.2701)  1.29
C (-1.5673, 5.5063, 0.4303)  -0.81
O (-0.6451, 3.3716, -0.8078)  -1.05
H (0.1453, 1.6171, 6.2367)  0.23
H (-1.3886, 0.8834, 5.7486)  0.22
H (-1.3545, 2.5208, 6.3944)  0.24
H (1.1184, 3.4895, 4.8761)  0.23
H (1.3463, 4.5217, 2.6442)  0.24
H (-2.1663, 2.4498, 1.3252)  0.22
H (-2.4015, 1.4396, 3.5787)  0.22
H (-2.4938, 4.9545, 0.5869)  0.24
H (-1.6108, 6.0798, -0.4943)  0.25
H (-1.3534, 6.1635, 1.2730)  0.25

Properties
Net charge: +2
Calculated total energy: -5238.73184 Ha
Energy relative to the best compared isomer or geometry (same formula, charge and spin): 0.0 kJ/mol
E_LUMO (alpha / beta): -0.2920 / -0.2907 Ha
M: 953.4 g mol⁻¹

Record 4
The following is a quantum chemistry calculation of a cluster of 3 separate species, C6H14N2 in total, from OMol25.

Last column: natural (NBO) charge in e.
Geometry (Å):
C (-0.4821, -2.4243, -0.6593)  -0.68
C (-1.3258, -2.1708, 0.2877)  0.44
N (-2.2145, -1.8162, 1.0330)  -0.65
H (-0.6053, -3.2739, -1.3058)  0.25
H (0.3912, -1.8143, -0.7985)  0.25
H (-2.2586, -2.1140, 1.9982)  0.39
C (-2.2900, 1.0073, -0.9624)  -0.04
N (-1.3957, 0.6004, -1.7327)  -0.62
H (-3.0577, 0.3885, -0.4879)  0.16
H (-2.3098, 2.0670, -0.7276)  0.15
H (-1.4068, -0.4029, -1.9199)  0.35
C (0.9307, 0.6125, 1.5674)  -0.61
C (2.0532, 0.5527, 0.5387)  -0.39
C (1.7685, 1.4583, -0.6535)  -0.62
H (1.1355, -0.0517, 2.4046)  0.20
H (0.8234, 1.6256, 1.9499)  0.20
H (-0.0148, 0.3197, 1.1145)  0.20
H (2.9934, 0.8507, 1.0094)  0.19
H (2.1740, -0.4780, 0.1951)  0.18
H (0.8239, 1.1904, -1.1242)  0.23
H (1.7056, 2.4959, -0.3327)  0.20
H (2.5618, 1.3772, -1.3940)  0.20

Properties
Calculated total energy: -346.43536 Ha
Energy relative to the best compared isomer or geometry (same formula, charge and spin): 241.0 kJ/mol
E_LUMO: 0.0336 Ha
M: 114.2 g mol⁻¹

- Among the records above, which one has the highest calculated total energy?
  C5H9NO

- Among the records above, which one has the highest M?
  C26H21Cl5N9OS3Tl

- calculated total energy of number 4 (C6H14N2)?
  -346.43536 Ha

- Among the records above, which one has the lowest M?
  C5H9NO